No. 1
Molecular formula: C28H23ClMnN5O7
Method: DFT, ωB97M-V/def2-TZVPD

Calculated values
- ⟨S²⟩ = 8.753
- lowest unoccupied orbital energy (alpha / beta) (eV) = 1.723 / 1.723
- ΔE to the lowest compared entry with this formula, charge and spin (eV) = 0.000
- molar mass (g mol⁻¹) = 631.91
- 2S+1 = 6
- Kohn-Sham gap (alpha / beta) (eV) = 6.49 / 6.60
- charge = -1

Last column: Mulliken charge in e.
Positions of all 65 atoms, in Å:
Mn: -0.10 -0.48 0.53  1.47
Cl: -5.42 4.81 0.83  -0.28
C: -4.15 3.63 1.10  0.23
C: -3.96 3.10 2.38  -0.55
C: -2.98 2.18 2.59  -0.67
C: -2.12 1.69 1.55  -0.04
O: -1.24 0.82 1.84  -0.53
C: -2.34 2.26 0.25  0.48
C: -1.61 1.93 -0.94  0.25
N: -0.70 1.03 -1.09  0.65
C: -0.11 0.82 -2.35  0.37
C: -0.57 1.33 -3.55  -0.95
C: 0.11 1.09 -4.75  -0.94
C: 1.24 0.33 -4.79  -0.87
C: 1.73 -0.23 -3.59  0.98
C: 2.89 -1.05 -3.55  -0.68
C: 3.31 -1.58 -2.37  -1.03
C: 2.55 -1.30 -1.21  -0.36
N: 1.48 -0.56 -1.21  0.63
C: 1.05 -0.01 -2.37  0.00
C: -3.35 3.23 0.07  -1.05
H: -4.60 3.42 3.20  0.40
H: -2.82 1.75 3.57  0.39
H: -1.90 2.55 -1.80  -0.01
H: -1.47 1.92 -3.58  0.31
H: -0.29 1.52 -5.67  0.37
H: 1.77 0.14 -5.72  0.38
H: 3.43 -1.23 -4.48  0.39
H: 4.18 -2.20 -2.30  0.38
H: 2.84 -1.72 -0.25  0.51
H: -3.49 3.66 -0.92  0.37
N: -0.55 -2.20 2.00  -0.39
C: -1.43 -3.32 1.67  -0.62
C: -1.14 -3.88 0.28  -0.57
C: -1.58 -2.92 -0.84  0.29
O: -2.46 -3.29 -1.62  -0.77
O: -0.96 -1.81 -0.88  -0.52
H: 0.40 -2.50 2.20  0.24
H: -0.88 -1.67 2.80  0.21
H: -2.46 -2.95 1.70  0.33
H: -1.35 -4.13 2.42  0.38
H: -1.66 -4.83 0.16  0.34
H: -0.07 -4.07 0.19  0.22
O: 1.75 1.44 1.13  -0.70
C: 2.23 0.50 1.77  0.60
O: 1.76 -0.68 1.82  -0.56
C: 3.47 0.76 2.62  0.00
C: 4.01 2.04 2.66  -0.45
C: 5.15 2.30 3.42  -0.54
C: 5.75 1.28 4.14  -0.46
C: 5.19 0.02 4.08  -0.09
C: 4.06 -0.27 3.33  -0.27
N: 5.83 -1.07 4.84  1.05
O: 6.81 -0.80 5.51  -0.65
O: 5.34 -2.18 4.78  -0.62
H: 3.52 2.81 2.09  0.48
H: 5.56 3.30 3.45  0.39
H: 6.63 1.45 4.74  0.48
H: 3.64 -1.26 3.31  0.63
C: -5.33 0.06 -0.83  -0.90
C: -4.43 -0.54 0.14  0.38
N: -3.67 -1.02 0.85  -0.30
H: -5.19 -0.43 -1.79  0.28
H: -5.10 1.12 -0.92  0.18
H: -6.36 -0.05 -0.52  0.35

No. 2
Molecular formula: C28H23ClN6O6S3Zr
Method: DFT, ωB97M-V/def2-TZVPD

Calculated values
- lowest unoccupied orbital energy (eV) = 4.267
- ΔE to the lowest compared entry with this formula, charge and spin (eV) = 0.335
- molar mass (g mol⁻¹) = 762.41
- Kohn-Sham gap (eV) = 4.51
- charge = -2

Last column: Mulliken charge in e.
Positions of all 68 atoms, in Å:
Zr: -0.74 0.57 0.76  1.12
C: -5.73 -2.62 0.07  -1.21
C: -4.49 -3.19 0.75  -0.23
N: -3.99 -2.29 1.79  -0.31
C: -2.72 -1.73 1.67  0.34
S: -2.44 -0.25 2.57  -0.57
N: -1.83 -2.31 0.93  -1.25
N: -0.66 -1.57 0.85  1.33
C: 0.53 -2.26 0.82  0.18
C: 0.58 -3.76 0.71  -1.75
C: 1.62 -1.46 0.97  0.64
C: 2.98 -1.92 1.11  -0.92
C: 3.97 -1.07 1.46  -0.65
C: 3.65 0.31 1.67  -0.85
C: 2.37 0.73 1.47  -0.22
N: 1.34 -0.08 1.08  0.50
H: -6.11 -3.31 -0.68  0.35
H: -5.49 -1.67 -0.41  0.30
H: -6.52 -2.45 0.80  0.35
H: -3.69 -3.33 0.03  0.23
H: -4.71 -4.18 1.17  0.27
H: -4.66 -1.61 2.11  0.26
H: -0.43 -4.15 0.56  0.41
H: 0.99 -4.21 1.62  0.27
H: 1.20 -4.08 -0.13  0.30
H: 3.18 -2.98 0.95  0.37
H: 4.98 -1.43 1.58  0.37
H: 4.40 1.03 1.98  0.41
H: 2.11 1.77 1.60  0.17
O: -4.14 -1.34 -4.02  -0.60
C: -2.91 -1.72 -4.30  0.44
O: -2.65 -2.41 -5.26  -0.67
C: -1.84 -1.25 -3.38  -0.48
C: -0.49 -1.48 -3.52  0.22
Cl: 0.36 -2.24 -4.78  -0.18
N: 0.16 -0.90 -2.47  0.12
N: -0.72 -0.30 -1.66  0.99
C: -1.92 -0.50 -2.17  -0.02
C: -3.06 0.10 -1.42  0.88
O: -4.20 0.04 -1.92  -0.88
O: -2.75 0.65 -0.34  -0.65
C: 1.56 -0.75 -2.28  -0.11
C: 2.39 -1.86 -2.32  -0.11
C: 3.76 -1.68 -2.14  -1.04
C: 4.26 -0.41 -1.90  -0.35
C: 3.41 0.68 -1.83  -0.52
C: 2.05 0.52 -2.03  -0.29
H: -4.19 -0.76 -3.17  0.46
H: 1.98 -2.85 -2.46  0.42
H: 4.42 -2.53 -2.15  0.32
H: 5.32 -0.27 -1.72  0.39
H: 3.79 1.67 -1.59  0.35
H: 1.36 1.35 -1.98  0.48
O: -1.68 3.58 2.98  -0.67
C: -0.63 3.27 2.44  -0.17
O: -0.29 2.07 2.10  -0.41
C: 0.44 4.33 2.26  0.59
C: 0.63 5.16 3.36  -0.86
C: 1.62 6.12 3.40  -0.50
C: 2.44 6.28 2.28  -0.53
C: 2.24 5.50 1.17  -0.92
C: 1.24 4.51 1.13  1.18
S: 1.22 3.62 -0.40  -0.19
H: -0.04 5.02 4.20  0.41
H: 1.75 6.75 4.27  0.36
H: 3.22 7.03 2.28  0.34
H: 2.84 5.65 0.28  0.38
S: -0.64 2.85 -0.80  -0.41

Question: Among the records above, which one has the highest charge?
Answer: C28H23ClMnN5O7